Computed, not measured: 6 unconnected molecules or ions with the total composition C46H99NO7Si in a non-equilibrium geometry, with ωB97M-V/def2-TZVPD.

```
154
Properties=species:S:1:pos:R:3:mulliken_charge:R:1
C 2.839 -0.024 4.021 -1.000
Si 2.522 0.962 2.377 0.118
C 3.270 2.721 2.386 -0.118
C 3.484 -0.043 1.011 -0.678
C 0.623 0.878 2.068 -0.158
N 0.448 0.247 0.689 0.090
C -0.985 0.143 0.248 0.292
C -1.495 -1.326 0.643 -0.030
O -1.445 -1.701 1.871 -0.664
O -2.011 -2.195 -0.325 -0.654
C -1.940 1.350 0.714 -0.024
C -3.425 0.717 0.949 -0.615
C -4.545 1.890 1.192 0.022
C -5.621 1.226 2.225 -0.621
C -6.722 2.262 2.746 0.388
O -6.606 3.503 2.532 -0.502
O -7.829 1.730 3.488 -0.409
O -1.581 1.978 1.969 -0.413
C -0.138 2.291 2.020 0.045
C 0.053 3.226 3.307 -0.741
C 0.575 4.690 2.810 -0.497
C -0.555 5.828 2.870 -0.797
C -1.780 5.589 1.852 0.499
O -1.625 5.471 0.600 -0.553
O -3.110 5.562 2.418 -0.463
H 3.953 -0.300 4.036 0.286
H 2.212 -0.995 3.929 0.311
H 2.524 0.553 4.957 0.305
H 3.076 3.318 1.431 0.301
H 2.879 3.244 3.344 0.111
H 4.411 2.594 2.571 -0.208
H 2.962 -1.051 0.770 -0.111
H 4.534 -0.329 1.394 0.325
H 3.600 0.635 0.095 0.279
H 0.087 0.155 2.802 0.333
H 1.013 0.705 -0.045 0.536
H 0.792 -0.736 0.803 0.301
H -0.970 0.174 -0.913 0.274
H -2.034 2.122 -0.142 -0.042
H -3.450 0.089 1.923 0.453
H -3.756 0.129 0.026 -0.185
H -5.017 2.164 0.188 0.392
H -4.019 2.752 1.727 -0.038
H -5.001 0.917 3.158 0.335
H -6.087 0.260 1.814 0.305
H -7.512 1.144 4.220 0.311
H 0.088 2.842 1.027 0.358
H 0.680 2.781 4.151 0.407
H -0.995 3.428 3.765 0.391
H 1.410 5.010 3.548 0.306
H 1.089 4.605 1.774 0.315
H -0.915 6.048 3.947 0.360
H -0.047 6.810 2.516 0.375
H -3.040 5.142 3.314 0.335
C -7.827 -1.130 -3.330 -1.164
C -6.866 -2.237 -3.738 -0.460
C -5.950 -2.691 -2.598 -0.906
C -5.005 -1.614 -2.054 -0.220
C -4.072 -0.985 -3.088 -0.243
C -3.107 -1.983 -3.713 -1.173
H -7.296 -0.225 -3.025 0.266
H -8.475 -0.865 -4.170 0.384
H -8.463 -1.453 -2.501 0.282
H -6.273 -1.912 -4.599 0.238
H -7.450 -3.100 -4.076 0.404
H -5.365 -3.551 -2.938 0.352
H -6.569 -3.057 -1.770 0.415
H -4.400 -2.058 -1.254 0.137
H -5.593 -0.819 -1.580 0.311
H -3.488 -0.199 -2.595 0.142
H -4.649 -0.488 -3.875 0.413
H -2.489 -2.455 -2.945 0.122
H -2.445 -1.477 -4.420 0.432
H -3.638 -2.767 -4.260 0.330
C 4.930 -4.401 -3.510 -1.017
C 3.839 -3.353 -3.676 -0.626
C 3.312 -2.815 -2.344 -0.460
C 2.640 -3.856 -1.441 -0.685
C 1.456 -4.593 -2.069 -0.616
C 0.299 -3.673 -2.431 -0.975
H 4.566 -5.283 -2.979 0.267
H 5.289 -4.728 -4.489 0.290
H 5.781 -3.992 -2.957 0.294
H 3.019 -3.766 -4.273 0.274
H 4.244 -2.514 -4.252 0.390
H 2.609 -2.000 -2.547 0.245
H 4.144 -2.363 -1.790 0.389
H 2.299 -3.351 -0.527 0.237
H 3.383 -4.592 -1.117 0.371
H 1.096 -5.341 -1.354 0.398
H 1.778 -5.149 -2.956 0.320
H -0.067 -3.144 -1.546 0.169
H -0.528 -4.254 -2.845 0.444
H 0.592 -2.933 -3.180 0.255
C 6.745 -8.036 -5.317 -1.039
C 8.181 -7.841 -4.855 -0.425
C 8.582 -6.369 -4.740 -0.536
C 8.544 -5.578 -6.053 -0.507
C 9.416 -6.143 -7.175 -0.528
C 10.901 -6.151 -6.838 -1.210
H 6.582 -7.627 -6.316 0.274
H 6.503 -9.102 -5.353 0.375
H 6.045 -7.554 -4.628 0.179
H 8.861 -8.371 -5.529 0.264
H 8.299 -8.309 -3.871 0.352
H 9.587 -6.310 -4.308 0.337
H 7.918 -5.874 -4.021 0.228
H 8.858 -4.547 -5.844 0.395
H 7.511 -5.511 -6.408 0.250
H 9.266 -5.530 -8.071 0.383
H 9.093 -7.155 -7.440 0.261
H 11.253 -5.140 -6.616 0.291
H 11.477 -6.534 -7.683 0.378
H 11.114 -6.788 -5.976 0.284
C 7.490 1.683 1.333 -1.055
C 7.518 3.022 2.057 -0.586
C 6.935 4.168 1.227 -0.160
C 7.684 4.477 -0.074 -0.875
C 9.164 4.821 0.095 -0.415
C 9.399 6.080 0.919 -1.172
H 8.095 1.702 0.424 0.326
H 7.889 0.897 1.979 0.396
H 6.466 1.409 1.061 0.122
H 8.543 3.254 2.363 0.407
H 6.935 2.932 2.980 0.359
H 6.896 5.068 1.848 0.366
H 5.893 3.931 0.977 0.040
H 7.179 5.316 -0.571 0.401
H 7.595 3.626 -0.757 0.333
H 9.601 4.969 -0.899 0.372
H 9.704 3.981 0.544 0.225
H 8.906 6.941 0.460 0.291
H 10.468 6.295 0.982 0.377
H 9.023 5.969 1.939 0.279
C -10.680 3.370 3.048 -0.855
C -11.036 2.338 4.107 -0.129
C -12.483 2.447 4.593 -0.830
C -12.839 3.768 5.284 -0.704
C -11.981 4.117 6.500 -0.337
C -12.106 3.108 7.634 -1.185
H -10.766 4.389 3.431 0.251
H -9.650 3.228 2.716 0.057
H -11.332 3.273 2.175 0.294
H -10.342 2.419 4.949 0.116
H -10.889 1.338 3.684 0.401
H -12.690 1.613 5.273 0.318
H -13.157 2.312 3.739 0.372
H -13.892 3.723 5.593 0.384
H -12.775 4.587 4.560 0.307
H -12.292 5.099 6.873 0.351
H -10.930 4.219 6.212 0.248
H -13.144 3.028 7.968 0.294
H -11.498 3.422 8.486 0.371
H -11.763 2.116 7.330 0.279
```

Summary:
spin multiplicity = 1
SMILES string = C[Si](C)(C)[C@@H]1[NH2+][C@@H](C(=O)[O-])[C@@H](CCCC(=O)O)O[C@H]1CCCC(=O)O.CCCCCC.CCCCCC.CCCCCC.CCCCCC.CCCCCC
LUMO energy = -0.32 eV